# 1
This record from the OMol25 dataset describes C22H15N4O2OsS3 as an isolated structure. The level of theory is ωB97M-V/def2-TZVPD.

```
47
Properties=species:S:1:pos:R:3:forces:R:3
Os -0.408 0.134 1.125 -0.059 0.261 -0.092
S -0.576 0.989 3.159 0.045 -0.055 0.121
S -1.229 4.124 2.590 0.020 -0.062 -0.016
S -1.497 5.935 0.249 0.015 -0.065 -0.098
O -2.057 0.099 0.231 0.058 -0.102 0.089
O 1.369 -0.265 0.607 -0.015 0.009 -0.009
N 0.887 -2.443 1.167 0.047 0.022 -0.010
N -0.655 3.341 0.221 -0.112 -0.070 0.035
N -0.376 2.303 1.058 -0.035 -0.026 -0.018
N -0.379 -1.866 1.198 -0.040 -0.071 0.026
C -1.198 3.648 -2.157 -0.030 -0.103 0.036
C 5.414 -1.135 0.177 0.000 0.007 -0.001
C -0.375 3.131 -1.170 0.182 0.007 -0.072
C 5.022 -3.360 1.011 0.012 0.002 -0.002
C -3.778 -3.108 0.916 0.016 -0.017 0.008
C -2.717 -2.190 0.819 0.011 0.091 -0.011
C 0.740 2.362 -1.491 0.015 0.123 -0.026
C 3.671 -3.090 1.117 -0.019 0.016 -0.011
C -5.335 -1.406 0.288 -0.014 -0.011 0.001
C -0.630 2.554 2.299 -0.088 0.007 -0.107
C 0.204 2.608 -3.823 -0.006 -0.002 0.035
C 5.893 -2.384 0.541 -0.006 -0.007 0.003
C -4.312 -0.491 0.156 0.002 0.034 -0.017
C -3.001 -0.871 0.419 -0.019 -0.014 -0.033
C -0.895 3.381 -3.485 -0.044 0.035 0.001
C -1.128 4.471 0.840 0.103 0.124 0.095
C 3.187 -1.832 0.751 0.037 -0.008 0.012
C -1.382 -2.659 1.043 0.044 -0.070 -0.006
C 1.757 -1.549 0.862 -0.062 -0.065 0.016
C 1.020 2.100 -2.822 0.025 -0.024 -0.003
C -5.073 -2.723 0.670 -0.011 -0.003 -0.003
C 4.061 -0.854 0.282 -0.002 0.015 -0.004
H -1.169 -3.724 1.035 -0.013 -0.002 0.014
H 1.401 1.999 -0.716 -0.034 -0.013 0.016
H 6.950 -2.600 0.459 -0.002 -0.002 0.000
H 0.428 2.408 -4.862 0.004 0.002 0.002
H 1.890 1.507 -3.072 -0.006 0.004 -0.015
H 5.400 -4.333 1.295 -0.001 0.002 0.000
H -2.063 4.238 -1.904 -0.030 0.047 0.047
H 2.984 -3.840 1.483 0.000 -0.002 0.001
H 3.684 0.119 0.000 -0.003 -0.006 0.003
H 6.093 -0.377 -0.188 0.001 -0.002 0.001
H -6.352 -1.099 0.082 0.003 0.005 0.001
H -3.553 -4.129 1.197 -0.006 0.002 -0.002
H -1.536 3.784 -4.258 0.009 -0.008 -0.009
H -4.501 0.527 -0.160 0.002 -0.004 0.002
H -5.881 -3.434 0.762 0.005 -0.003 0.001
```
Forces are in eV/Å.

Its frontier orbital gap is 6.41 eV. The value obtained for the lowest unoccupied orbital energy is -0.1756 Eh. As for the total charge: +1. As for the HOMO energy: -11.2 eV.


# 2
This record from the OMol25 dataset describes one molecule with the formula C18H20N2O5S at a distorted geometry. The level of theory is ωB97M-V/def2-TZVPD.

```
46
Properties=species:S:1:pos:R:3:forces:R:3
S 1.381 -0.242 1.999 -0.046 -0.294 -0.577
O 2.228 -0.734 3.048 0.089 -0.135 -0.142
O -4.017 4.165 -2.679 -0.090 0.177 -0.172
O 4.302 -0.376 -3.120 0.100 -0.081 0.306
O -3.205 -1.061 1.232 -0.257 -0.107 -0.099
O 0.795 1.065 2.170 -0.060 0.109 0.004
N -1.793 0.734 1.066 0.229 0.304 0.148
N 0.107 -1.270 1.655 0.826 0.747 0.169
C 1.582 0.089 -0.697 0.032 0.024 -0.039
C 3.570 -0.323 -1.986 0.006 -0.048 0.287
C 0.453 -2.682 1.658 0.220 -0.678 -0.103
C -4.197 2.151 -1.368 0.118 0.281 -0.122
C -1.725 2.713 -0.269 -0.137 -0.178 0.036
C -3.653 1.288 -0.434 0.038 -0.108 0.104
C 3.581 -0.680 0.397 0.060 -0.019 0.076
C -2.183 -0.476 1.520 0.348 0.000 0.325
C 3.703 0.001 -4.341 -0.106 0.064 -0.225
C 4.237 -0.701 -0.815 -0.054 0.066 -0.214
C -1.483 -2.448 3.011 0.074 0.005 -0.146
C -1.111 -1.072 2.453 -0.534 0.257 0.270
C -2.268 3.571 -1.201 -0.267 0.083 -0.217
C -3.513 3.295 -1.759 0.046 -0.300 0.226
C -0.178 -3.238 2.932 0.048 0.149 -0.069
C 2.255 -0.285 0.448 -0.297 -0.069 0.581
C -2.410 1.563 0.123 -0.254 0.088 -0.261
C 2.233 0.073 -1.918 0.057 0.031 -0.184
H -0.334 -4.313 2.888 0.030 -0.037 0.026
H 4.479 -0.118 -5.095 -0.097 0.025 0.026
H -0.761 2.928 0.171 0.128 0.058 0.039
H 1.537 -2.785 1.630 -0.044 -0.202 -0.083
H -5.166 1.932 -1.797 -0.085 -0.027 -0.037
H 1.695 0.370 -2.803 -0.033 0.022 -0.089
H 5.269 -1.002 -0.889 0.118 -0.037 0.013
H -1.878 -2.380 4.022 -0.059 0.012 -0.012
H 0.549 0.391 -0.630 -0.185 0.039 -0.092
H -0.900 -0.349 3.248 -0.175 -0.087 -0.015
H 2.856 -0.646 -4.588 0.025 0.029 0.022
H -1.747 4.463 -1.508 0.083 0.109 -0.021
H 0.019 -3.148 0.767 0.103 -0.017 0.060
H -4.887 3.863 -2.968 0.128 0.021 0.059
H -4.188 0.402 -0.135 -0.014 -0.036 0.017
H -0.899 1.075 1.422 -0.284 -0.117 -0.051
H 0.462 -3.000 3.783 0.044 -0.053 0.014
H -2.245 -2.887 2.364 -0.005 0.034 0.084
H 4.076 -0.961 1.313 0.130 -0.065 0.068
H 3.375 1.044 -4.320 0.003 -0.041 0.011
```
Forces are in eV/Å.

Its frontier orbital gap is 8.47 eV. Its energy above the lowest of the compared OMol25 structures with the same formula, charge and spin is 0.650 eV. The value obtained for the lowest unoccupied orbital energy is 0.0214 Eh. As for the HOMO energy: -7.9 eV.


# 3
This record from the OMol25 dataset describes one molecule with the formula CH5N3 at a distorted geometry. The level of theory is ωB97M-V/def2-TZVPD.

```
9
Properties=species:S:1:pos:R:3:forces:R:3
N -0.450 1.025 -0.800 -1.629 -0.213 2.561
N -0.688 -0.549 0.991 1.265 -2.863 1.065
N 1.278 -0.480 -0.288 -0.003 0.494 1.299
C 0.128 0.005 -0.006 0.404 -0.741 -1.914
H -1.641 -0.394 0.898 -1.902 0.818 -0.349
H -0.880 1.751 -0.213 0.186 -0.495 -0.785
H 1.493 -1.054 0.545 0.216 -0.357 -0.955
H -0.106 1.345 -1.672 0.987 -0.110 -0.223
H -0.618 -1.650 1.155 0.476 3.467 -0.700
```
Forces are in eV/Å.

Its frontier orbital gap is 9.84 eV. Its energy above the lowest of the compared OMol25 structures with the same formula, charge and spin is 0.987 eV. The value obtained for the lowest unoccupied orbital energy is 0.0319 Eh. As for the HOMO energy: -9.0 eV.


# 4
This record from the OMol25 dataset describes C4H11BCdOP as an isolated structure at a distorted geometry. The level of theory is ωB97M-V/def2-TZVPD.

```
19
Properties=species:S:1:pos:R:3:forces:R:3
Cd 0.027 -1.931 -2.222 -1.145 0.341 0.236
P -1.629 -0.062 -0.351 0.170 -1.255 0.877
O -3.075 -0.722 0.000 0.145 0.495 -0.964
C 2.111 -0.085 0.469 -0.098 0.300 -0.313
C 2.443 1.147 0.020 -0.056 -0.043 0.053
C -1.591 1.631 0.333 -0.455 -0.257 -0.994
C 1.099 -0.870 -0.274 1.963 -1.220 -0.769
B -0.320 -1.191 0.474 0.379 -0.389 0.416
H 1.586 -1.854 -0.560 -0.135 -0.098 0.142
H -0.894 2.222 -0.254 0.196 0.169 0.024
H 2.296 2.042 0.606 1.583 0.113 0.565
H 2.852 1.191 -0.982 -1.358 0.649 -0.760
H 2.598 -0.523 1.327 -1.072 0.203 1.030
H -3.592 -0.835 -0.813 -0.267 -0.010 0.418
H -1.283 1.600 1.373 0.051 -0.186 0.138
H -0.635 -2.337 0.175 -0.393 0.022 -0.499
H -2.582 2.063 0.232 -0.080 0.155 0.063
H -0.284 -1.151 1.671 0.025 0.419 0.002
H 0.874 -0.337 -1.223 0.548 0.590 0.335
```
Forces are in eV/Å.

Its frontier orbital gap is 4.38 eV. The value obtained for the lowest unoccupied orbital energy is -0.2686 Eh. As for the total charge: +1. As for the HOMO energy: -11.7 eV.